No. 1
C3H10N2OS | the ωB97M-V functional and the def2-TZVPD basis

CARTESIAN COORDINATES (ANGSTROEM)
C1 0.471 1.942 -0.246
C2 1.551 0.872 -0.403
C3 -2.041 -2.372 -0.463
N1 -1.703 -1.180 -0.627
N2 1.829 0.112 0.857
O1 -0.348 -0.538 1.712
S1 1.080 -1.290 1.242
H1 0.907 2.869 -0.762
H2 -0.399 1.680 -0.673
H3 0.369 2.195 0.804
H4 1.276 0.317 -1.224
H5 2.441 1.328 -0.739
H6 -2.749 -3.064 -1.115
H7 -1.671 -2.887 0.430
H8 -2.090 -0.568 -1.295
H9 -0.941 -0.274 1.012
H10 2.018 0.858 1.491

Properties
Electronic energy in eV: -19133.44110
LUMO level in eV: 0.978
ΔE to the lowest compared entry with this formula, charge and spin in eV: 3.588
2S+1: 1
Net charge: 0

***

No. 2
C3H10N2S | the ωB97M-V functional and the def2-TZVPD basis

CARTESIAN COORDINATES (ANGSTROEM)
C1 -2.439 0.776 0.330
C2 -1.922 -0.257 -0.721
S1 -0.998 -1.565 0.261
H1 -3.214 0.292 0.919
H2 -1.598 1.017 0.973
H3 -2.788 1.683 -0.159
H4 -2.777 -0.727 -1.203
H5 -1.291 0.215 -1.462
N1 2.358 -1.125 0.328
C3 2.556 0.216 0.164
N2 1.946 0.892 -0.737
H6 1.952 -1.593 -0.475
H7 2.955 -1.672 0.915
H8 3.332 0.738 0.723
H9 1.917 1.862 -0.439
H10 0.011 -0.753 0.582

Properties
Electronic energy in eV: -17088.03049
LUMO level in eV: 0.831
ΔE to the lowest compared entry with this formula, charge and spin in eV: 0.574
2S+1: 1
Net charge: 0

***

HOMO energy (computed, eV): -8.4 -8.7
Gap between HOMO and LUMO (computed, eV): 9.333 9.576